No. 1
The following is a DFT calculation (ωB97M-V/def2-TZVPD) of a cluster of 2 separate species, C4H8ClNSi in total in a non-equilibrium geometry.

```
15
Properties=species:S:1:pos:R:3
C 0.375 -2.759 0.453
C 0.539 -1.499 0.117
Si 1.368 -0.151 1.262
Cl -0.210 0.661 2.087
C 2.271 1.159 0.320
N 3.406 1.559 0.133
H -0.072 -3.376 -0.269
H 0.709 -3.028 1.396
H 0.166 -1.190 -0.844
H 3.703 2.385 -0.365
C -2.462 1.233 -0.847
H -1.900 0.912 0.086
H -3.414 0.814 -0.948
H -2.534 2.316 -0.714
H -1.946 0.966 -1.868
```

Output
E_tot: -26165.28420 eV
Gap between HOMO and LUMO: 0.259 Ha
HOMO energy: -7.6 eV
LUMO energy: -0.0206 hartree
Energy relative to the best compared isomer or geometry (same formula, charge and spin): 245.2 kJ/mol
Maximum force: 0.058 hartree/bohr
Structure (SMILES): C=C[Si](Cl)=C=N.C

natural (NBO) population analysis, charges in e, atoms 1 to 2: -0.367 -0.593

No. 2
The following is a DFT calculation (ωB97M-V/def2-TZVPD) of a structure of composition C29H26F4N6O2PtTe in a non-equilibrium geometry.

```
69
Properties=species:S:1:pos:R:3
Pt 0.579 0.267 -1.332
O 0.719 0.710 1.609
C -0.036 -0.245 1.422
O -0.393 -0.771 0.318
C -0.591 -0.958 2.661
N -0.397 -0.035 3.835
C -0.018 -0.853 5.056
C -0.017 -2.301 4.565
C 0.228 -2.184 3.061
H -1.647 -1.197 2.549
H -1.212 0.550 4.003
H 0.360 0.593 3.511
H -0.744 -0.666 5.842
H 0.958 -0.515 5.392
H -0.985 -2.765 4.755
H 0.743 -2.892 5.070
H -0.083 -3.068 2.507
H 1.287 -1.997 2.858
F -0.100 -3.305 -1.455
C 0.081 -4.160 -0.452
C -1.025 -4.749 0.120
F -2.210 -4.450 -0.382
C -0.907 -5.623 1.212
C 0.398 -5.949 1.610
C 1.507 -5.356 1.031
F 2.703 -5.645 1.511
C 1.375 -4.416 0.007
C 2.506 -3.615 -0.449
C 2.250 -2.275 -0.805
N 2.012 -1.185 -1.081
C 3.836 -4.050 -0.448
N 4.934 -4.412 -0.455
F 0.609 -6.800 2.596
C -2.075 -6.079 1.955
C -1.991 -6.989 3.027
N -1.947 -7.692 3.941
C -3.341 -5.484 1.768
N -4.362 -4.955 1.670
C -3.286 1.614 -1.324
C -1.981 2.237 -1.856
C -2.080 2.424 -3.377
C -1.701 3.580 -1.157
N -0.930 1.339 -1.544
H -4.106 2.292 -1.556
H -3.241 1.475 -0.244
H -3.480 0.652 -1.796
H -2.926 3.078 -3.582
H -2.242 1.473 -3.882
H -1.183 2.896 -3.767
H -2.488 4.279 -1.437
H -0.743 3.996 -1.470
H -1.708 3.463 -0.074
C 2.160 3.392 -1.042
Te 2.465 1.719 -2.322
C 1.865 2.977 -3.924
C 1.682 4.351 -3.323
C 1.369 5.428 -4.150
C 1.217 6.694 -3.614
C 1.385 6.896 -2.248
C 1.700 5.832 -1.423
C 1.843 4.552 -1.955
H 3.068 3.537 -0.458
H 1.349 3.141 -0.359
H 0.970 2.579 -4.390
H 2.668 2.940 -4.660
H 1.254 5.274 -5.216
H 0.977 7.527 -4.260
H 1.280 7.888 -1.831
H 1.838 5.992 -0.361
```

Output
Spin multiplicity: 5
<S²>: 6.06
E_tot: -64919.63867 eV
Gap between HOMO and LUMO (spin up / spin down): 0.264 / 0.188 Ha
HOMO energy (spin up / spin down): -13.6 / -14.1 eV
LUMO energy (spin up / spin down): -0.2371 / -0.3315 hartree
Energy relative to the best compared isomer or geometry (same formula, charge and spin): 74.5 kJ/mol
Charge: +2
Maximum force: 0.021 hartree/bohr

natural (NBO) population analysis, charges in e, atoms 1 to 2: 0.757 -0.687

No. 3
The following is a DFT calculation (ωB97M-V/def2-TZVPD) of an isolated molecule of C4H3N3O in a non-equilibrium geometry.

```
11
Properties=species:S:1:pos:R:3
C -2.400 0.025 0.145
N -1.202 0.331 -0.133
N -0.338 -0.712 0.012
C 0.814 -0.042 -0.215
C 1.173 1.420 -0.205
N 1.440 2.521 0.113
C 1.901 -1.015 -0.228
O 2.960 -0.529 0.294
H -3.086 -0.873 0.765
H -3.121 0.965 -0.223
H 1.858 -2.091 -0.326
```

Output
E_tot: -10708.81076 eV
Gap between HOMO and LUMO: 0.320 Ha
HOMO energy: -10.4 eV
LUMO energy: -0.0614 hartree
Energy relative to the best compared isomer or geometry (same formula, charge and spin): 467.0 kJ/mol
Maximum force: 0.142 hartree/bohr
Structure (SMILES): C=N/N=C(\C#N)C=O

natural (NBO) population analysis, charges in e, atoms 1 to 2: -0.023 -0.339

No. 4
The following is a DFT calculation (ωB97M-V/def2-TZVPD) of an isolated molecule of C4H5N5OS in a non-equilibrium geometry.

```
16
Properties=species:S:1:pos:R:3
C 1.680 -2.160 -0.337
C 1.727 0.782 -0.163
C -3.275 0.645 0.293
C 2.991 -1.709 -0.164
N 0.606 -2.584 -0.246
N 1.174 1.810 -0.429
N 0.001 2.243 -0.769
N -1.005 1.609 -0.357
N -0.893 0.770 0.584
O -2.124 0.345 1.064
S 2.822 0.003 0.766
H -4.039 0.003 0.785
H -3.256 0.377 -0.805
H -3.309 1.752 0.451
H 3.349 -1.571 -1.122
H 3.551 -2.315 0.448
```

Output
E_tot: -24554.44232 eV
Gap between HOMO and LUMO (spin up / spin down): 0.280 / 0.280 Ha
HOMO energy (spin up / spin down): -8.5 / -8.5 eV
LUMO energy (spin up / spin down): -0.0329 / -0.0329 hartree
Energy relative to the best compared isomer or geometry (same formula, charge and spin): 276.5 kJ/mol
Maximum force: 0.107 hartree/bohr

natural (NBO) population analysis, charges in e, atoms 1 to 2: 0.231 0.034